{"formula": "C47H47N8O3PSSm", "method": "ωB97M-V/def2-TZVPD", "elements": ["Sm", "C", "C", "C", "C", "C", "C", "C", "C", "S", "C", "N", "C", "C", "C", "C", "C", "C", "C", "C", "H", "H", "H", "H", "H", "H", "H", "H", "H", "H", "H", "H", "H", "H", "H", "H", "N", "N", "C", "O", "O", "H", "H", "H", "N", "C", "C", "C", "C", "C", "C", "P", "C", "C", "C", "C", "C", "C", "C", "C", "C", "C", "C", "C", "H", "H", "H", "H", "H", "H", "H", "H", "H", "H", "H", "H", "H", "H", "H", "H", "N", "C", "C", "C", "C", "C", "N", "H", "H", "H", "H", "H", "H", "N", "C", "O", "C", "C", "C", "C", "N", "C", "H", "H", "H", "H", "H", "H"], "xyz": [[-0.120303, 0.142373, -1.201170], [-3.953857, 3.524033, 4.310778], [-3.982552, 2.037886, 3.918831], [-5.072458, 1.315220, 4.721417], [-2.633547, 1.424565, 4.279767], [-4.272525, 1.929171, 2.418673], [-5.510263, 2.389035, 1.928920], [-5.841309, 2.315116, 0.594482], [-4.903694, 1.783281, -0.285998], [-5.049401, 1.502242, -1.984633], [-3.446873, 0.834553, -2.018881], [-2.827253, 0.841511, -0.864461], [-3.657962, 1.345085, 0.155180], [-3.353712, 1.408225, 1.520015], [-2.879241, 0.263264, -3.251106], [-3.624523, 0.268749, -4.436434], [-3.106363, -0.306501, -5.582969], [-1.848104, -0.894457, -5.529388], [-1.122873, -0.879721, -4.342820], [-1.600599, -0.303113, -3.158991], [-3.698175, 3.631175, 5.369408], [-4.922974, 4.001406, 4.147659], [-3.207140, 4.063145, 3.719568], [-4.876365, 1.419119, 5.792651], [-5.088615, 0.249083, 4.478770], [-6.066444, 1.721682, 4.525452], [-2.470129, 1.514274, 5.357411], [-1.815142, 1.941147, 3.773791], [-2.593268, 0.360176, 4.021945], [-6.240473, 2.797539, 2.618748], [-6.810254, 2.652735, 0.242908], [-2.401363, 1.021323, 1.851210], [-4.612597, 0.717577, -4.465505], [-3.676701, -0.305383, -6.504763], [-1.425225, -1.351403, -6.418032], [-0.131166, -1.331876, -4.356738], [-0.226127, 2.204648, -3.079166], [0.818976, 1.848971, -3.943274], [1.594357, 0.709671, -3.781628], [2.457845, 0.500123, -4.622705], [1.376157, 0.011470, -2.705724], [-1.104322, 2.121222, -3.568216], [-0.092341, 3.163956, -2.801941], [0.877118, 2.283087, -4.847315], [-1.112998, -2.522832, -1.411257], [-1.034051, -3.575662, -0.441290], [-1.999002, -4.569930, -0.378569], [-1.891297, -5.579513, 0.566743], [-0.810020, -5.610616, 1.435853], [0.151011, -4.611583, 1.378844], [0.037213, -3.576408, 0.454157], [1.181535, -2.161199, 0.344972], [2.270974, -2.610791, -1.063150], [3.339944, -1.761112, -1.364295], [4.162543, -2.016192, -2.446360], [3.917265, -3.117183, -3.257745], [2.868437, -3.975137, -2.962620], [2.049916, -3.729585, -1.863527], [2.255090, -2.387008, 1.813479], [1.703242, -2.104667, 3.066028], [2.442820, -2.283988, 4.225258], [3.751271, -2.742856, 4.146886], [4.306472, -3.032824, 2.908879], [3.563181, -2.860471, 1.745130], [-1.988661, -2.525470, -1.907531], [-0.385298, -2.625387, -2.114430], [-2.831190, -4.556628, -1.075506], [-2.648528, -6.353375, 0.614122], [-0.716562, -6.408777, 2.162916], [0.986435, -4.632148, 2.068475], [3.528797, -0.892367, -0.743174], [4.981470, -1.342713, -2.675451], [4.542068, -3.303261, -4.123200], [2.688150, -4.846101, -3.582859], [1.253095, -4.426523, -1.624651], [0.669733, -1.781284, 3.144878], [1.997646, -2.072378, 5.189980], [4.333034, -2.881701, 5.050188], [5.322299, -3.402754, 2.843190], [4.009222, -3.098782, 0.788419], [-0.939735, 3.362907, -0.134694], [-0.323962, 2.855032, 0.985083], [0.135834, 3.709885, 1.993036], [0.696919, 3.169096, 3.124116], [0.776555, 1.783443, 3.251186], [0.331512, 1.022486, 2.200929], [-0.172831, 1.523587, 1.059815], [-1.196843, 4.333697, -0.084850], [-1.661417, 2.780259, -0.529720], [0.023258, 4.781949, 1.876738], [1.049622, 3.815033, 3.919501], [1.183701, 1.311285, 4.135944], [0.393669, -0.054306, 2.246505], [4.940041, 2.272210, -3.960605], [5.370046, 2.652555, -2.738516], [6.352889, 3.342928, -2.539917], [4.567075, 2.148144, -1.567733], [5.256490, 1.734849, -0.436842], [4.532228, 1.261999, 0.639019], [3.150505, 1.218953, 0.540901], [2.459327, 1.629243, -0.528593], [3.185368, 2.104727, -1.552455], [5.460118, 2.607417, -4.753641], [4.107150, 1.726842, -4.128926], [6.338139, 1.793377, -0.420151], [5.019050, 0.921744, 1.544400], [2.581132, 0.807069, 1.358783], [2.630680, 2.477411, -2.407818]], "atomic_forces_ev_per_a": [[-1.20, 0.28, 0.37], [-0.02, 0.03, -0.02], [-0.03, 0.03, -0.06], [-0.03, -0.05, 0.01], [0.04, -0.06, 0.03], [0.08, 0.00, 0.03], [-0.03, 0.02, 0.03], [-0.07, 0.03, 0.01], [0.00, -0.03, -0.07], [-0.04, 0.00, -0.13], [-0.16, 0.01, 0.00], [0.26, -0.05, 0.22], [0.11, -0.06, -0.11], [-0.01, -0.08, -0.03], [-0.16, 0.00, 0.09], [-0.09, 0.04, 0.02], [-0.05, 0.01, 0.01], [0.03, -0.02, -0.01], [0.09, -0.11, -0.05], [0.26, 0.13, -0.08], [-0.04, -0.01, -0.09], [0.06, -0.02, 0.01], [-0.04, -0.02, 0.05], [-0.01, -0.01, -0.08], [-0.01, 0.06, 0.02], [0.06, -0.02, 0.02], [0.00, -0.01, -0.08], [-0.05, -0.04, 0.05], [0.02, 0.10, 0.02], [0.08, -0.02, -0.05], [0.09, -0.03, 0.03], [-0.09, 0.04, 0.02], [0.02, -0.01, -0.03], [0.03, 0.01, 0.08], [-0.03, 0.02, 0.05], [-0.04, 0.04, -0.02], [0.49, -0.43, 0.23], [0.12, 0.02, -0.01], [0.28, 0.00, -0.19], [-0.05, -0.09, 0.27], [0.20, 0.17, -0.78], [-0.37, -0.11, -0.05], [0.02, 0.28, 0.26], [-0.02, 0.06, -0.14], [0.55, 0.14, 0.48], [-0.06, 0.10, -0.05], [-0.07, -0.03, -0.02], [-0.04, -0.02, -0.02], [0.03, -0.01, 0.05], [0.01, -0.03, 0.02], [-0.03, 0.17, -0.01], [0.58, -0.56, 0.02], [0.06, 0.01, 0.04], [-0.04, -0.03, 0.04], [0.01, 0.03, -0.03], [-0.02, -0.02, -0.02], [-0.04, -0.01, 0.02], [0.02, 0.00, -0.01], [-0.12, 0.05, 0.02], [0.01, -0.04, 0.02], [-0.04, 0.02, -0.01], [0.04, -0.01, -0.02], [-0.04, 0.03, -0.04], [0.02, 0.04, 0.05], [-0.27, 0.12, -0.11], [0.02, -0.15, -0.18], [0.06, -0.01, 0.04], [0.04, 0.05, -0.01], [-0.01, 0.06, -0.05], [-0.03, 0.01, -0.04], [0.01, -0.03, -0.08], [-0.07, -0.05, 0.03], [-0.02, 0.00, 0.06], [0.00, 0.07, 0.05], [0.03, 0.03, -0.02], [0.04, -0.06, 0.02], [0.00, -0.01, -0.04], [-0.03, 0.00, -0.05], [-0.04, 0.01, 0.00], [-0.02, -0.01, 0.01], [0.24, -0.07, -0.13], [-0.02, -0.08, 0.15], [-0.01, 0.13, 0.04], [0.05, 0.04, 0.08], [0.09, 0.02, 0.09], [0.02, -0.08, -0.15], [-0.21, 0.34, 0.00], [-0.03, 0.08, 0.02], [-0.15, -0.09, -0.02], [0.02, -0.08, 0.02], [-0.01, -0.02, -0.05], [-0.04, 0.03, -0.06], [0.00, 0.00, -0.06], [0.01, 0.19, 0.00], [-0.06, 0.17, 0.04], [-0.04, -0.19, -0.08], [0.10, -0.02, -0.03], [0.07, 0.00, 0.09], [0.06, 0.02, 0.06], [-0.11, 0.01, -0.13], [0.26, -0.06, 0.04], [-0.26, -0.03, -0.07], [0.01, 0.03, -0.03], [-0.03, -0.24, 0.02], [-0.04, 0.01, -0.02], [-0.03, -0.01, -0.05], [-0.12, -0.02, 0.12], [0.01, -0.07, 0.07]], "e_lumo_ev": [-2.456, -2.294], "total_charge": 1, "max_force_ha_per_bohr": 0.025, "s2": 8.762, "multiplicity": 6}